No. 1
Here is a 5-piece molecular cluster, H8IO4 overall at a distorted geometry from OMol25. Energies are from ωB97M-V with the def2-TZVPD basis set.

Results
highest occupied orbital energy	-4.7	eV
net charge	-1

```
13
H8IO4 | OMol25 | ωB97M-V with the def2-TZVPD basis set
I 48.4410 36.0980 22.9700
O 48.4230 38.7470 25.2570
H 48.4980 38.0800 24.6870
H 48.7550 38.4760 25.9770
O 48.5810 39.6940 21.8090
H 49.5500 39.6570 22.0010
H 48.0960 38.9060 22.1890
O 45.0670 35.5320 23.8530
H 46.0570 35.7780 23.5990
H 44.5740 36.3340 23.7910
O 46.7050 34.7320 20.3710
H 45.9550 34.1550 20.5900
H 46.8040 35.0010 21.2780
```

---

No. 2
Here is a single CH2N2O4 molecule at a distorted geometry from OMol25. Energies are from ωB97M-V with the def2-TZVPD basis set.

Results
SMILES string	O=NOC[N+](=O)[O-]
highest occupied orbital energy	-10.9	eV
net charge	0

```
9
CH2N2O4 | OMol25 | ωB97M-V with the def2-TZVPD basis set
O 3.6224 0.3932 0.0201
N 2.5860 0.3334 -0.5137
O 1.6060 0.6488 0.3911
C 0.1127 0.3592 0.0377
N -0.5698 1.6829 -0.0672
O -0.0209 2.6982 0.2398
O -1.7900 1.5324 -0.1958
H -0.1445 -0.2719 -0.8720
H -0.1923 -0.2168 0.8754
```

---

Which frontier orbital gap belongs to each record? In order, 8.2 10.4 eV.
Which E_tot belongs to each record? In order, -603.5264 -449.5512 Ha.
Which relative energy (zero: lowest compared OMol25 entry of this formula, charge and spin) belongs to each record? In order, 34.0 86.2 kcal per mole.